# C33H26BeCl5NO2P2

A structure of composition C33H26BeCl5NO2P2 in a non-equilibrium geometry (wB97M-V/def2-TZVPD, OMol25).

Cartesian coordinates (Å):
Be: 10.46750 12.72876 10.84231
C: 6.61105 11.75311 11.95702
C: 7.51741 12.82023 12.64603
P: 9.26052 12.25791 12.83087
C: 10.14521 13.54584 13.75719
C: 11.29979 13.15118 14.45567
C: 12.19006 14.10949 14.93363
C: 11.95867 15.48020 14.70146
C: 10.83234 15.84944 13.97763
C: 9.90960 14.89589 13.50726
C: 9.06804 10.86117 14.01646
C: 9.30942 9.53510 13.67327
C: 9.13618 8.53693 14.63068
C: 8.78720 8.83004 15.93273
C: 8.45272 10.13793 16.25351
C: 8.59735 11.14372 15.30453
C: 6.97119 11.48424 10.50440
P: 8.12564 10.04016 10.29193
C: 9.07115 10.43464 8.74518
C: 10.27384 9.80276 8.58244
C: 11.13980 10.15315 7.57470
C: 10.78037 11.11804 6.64690
C: 9.53048 11.75479 6.78909
C: 8.67177 11.41857 7.83824
C: 7.05680 8.60316 9.76409
C: 7.20728 8.01877 8.48318
C: 6.66802 6.77949 8.23602
C: 5.92456 6.08795 9.18893
C: 5.69563 6.69014 10.41982
C: 6.25431 7.93551 10.69643
H: 5.59855 12.15183 12.08967
H: 6.67066 10.84116 12.55695
H: 7.12877 12.99362 13.66655
H: 7.50553 13.74537 12.08544
H: 11.50371 12.10314 14.65601
H: 13.06921 13.77878 15.47687
H: 12.64240 16.23470 15.02385
H: 10.65058 16.89765 13.80098
H: 9.08093 15.21537 12.87058
H: 9.59095 9.32990 12.65350
H: 9.33953 7.52157 14.34216
H: 8.70954 8.03103 16.67337
H: 8.03446 10.36154 17.24754
H: 8.38468 12.15218 15.58735
H: 7.48872 12.34154 10.04881
H: 6.04972 11.31967 9.93991
H: 10.58897 9.08135 9.35849
H: 12.10110 9.67428 7.41897
H: 11.43240 11.40995 5.83838
H: 9.23612 12.55928 6.11745
H: 7.76977 11.98321 7.99862
H: 7.77006 8.52082 7.72201
H: 6.85338 6.34538 7.27484
H: 5.49428 5.13543 8.91882
H: 5.08273 6.20713 11.17227
H: 6.10545 8.35098 11.67516
Cl: 12.00546 14.18547 8.44006
C: 12.78768 12.86193 9.31295
C: 12.08688 12.19252 10.32971
C: 12.84609 11.16655 10.91853
Cl: 12.14421 10.27302 12.20315
C: 14.15167 10.83822 10.51116
Cl: 15.04808 9.62980 11.35135
C: 14.78834 11.55851 9.50539
Cl: 16.37461 11.21638 9.00226
C: 14.09076 12.57377 8.89009
Cl: 14.79249 13.56616 7.68920
O: 8.79051 15.72524 9.76427
N: 9.27864 14.68054 9.50036
O: 9.51751 13.95434 10.56894

Atoms 1-2, force components in eV/Å:
Be -0.4 0.3 -0.1
C 0.5 0.8 0.9

Properties
Electronic energy, eV: -121819.0789
M, g/mol: 716.80
Gap between HOMO and LUMO, hartree: 0.31012
LUMO, eV: 0.154
HOMO energy, hartree: -0.304
Spin multiplicity: 1
Charge: 0